52
Properties=species:S:1:pos:R:3 method="wB97M-V/def2-TZVPD" gap_ha="0.2753 / 0.2459" total_charge=+2 spin_multiplicity=4 total_energy_ev=-108598.521
Tc -0.2941 0.5759 -1.1364
O 2.5844 -0.3381 -4.2292
C 1.6930 -0.6498 -3.3301
O 1.2024 0.2028 -2.5891
C 1.4083 -2.1304 -3.2813
O 0.3589 -2.4524 -2.4196
C -0.9189 -2.5387 -3.0462
C -1.6782 -1.2399 -2.9390
O -2.3544 -0.7609 -3.7879
O -1.5878 -0.6612 -1.6805
H 2.7830 0.6134 -4.2086
H 2.3278 -2.6018 -2.9222
H 1.2547 -2.4755 -4.3077
H -1.4829 -3.3199 -2.5345
H -0.8360 -2.8073 -4.0989
C -3.3254 1.7623 3.4558
C -3.0390 1.9891 1.9966
C -3.7980 2.8534 1.2110
C -3.5217 3.0410 -0.1384
C -2.4717 2.3272 -0.6513
Br -1.9056 2.4224 -2.4597
N -1.7239 1.4875 0.0678
C -1.9967 1.3222 1.3740
H -4.1474 2.3885 3.7944
H -2.4523 1.9923 4.0667
H -3.5969 0.7220 3.6370
H -4.6243 3.3931 1.6574
H -4.1002 3.7099 -0.7589
H -1.3665 0.6236 1.9102
C 3.9576 2.4269 0.0925
C 2.6577 2.8618 -0.0902
C 1.6124 1.9588 0.0815
C 1.8815 0.6216 0.3928
C 3.1939 0.1790 0.5607
C 4.2199 1.0972 0.4254
N 0.7724 -0.2446 0.3380
C 0.5612 -1.2963 1.1960
C 1.2104 -1.3443 2.4511
C 0.9553 -2.3913 3.3085
C 0.0614 -3.3971 2.9425
C -0.5990 -3.3417 1.7152
C -0.3637 -2.2994 0.8467
H 4.7766 3.1260 -0.0093
H 2.4515 3.8997 -0.3126
H 0.5885 2.3478 0.1222
H 3.3983 -0.8665 0.7464
H 5.2424 0.7718 0.5653
H 1.8743 -0.5466 2.7521
H 1.4443 -2.4249 4.2725
H -0.1295 -4.2186 3.6199
H -1.2971 -4.1210 1.4418
H -0.8609 -2.2493 -0.1102


53
Properties=species:S:1:pos:R:3 method="wB97M-V/def2-TZVPD" gap_ha=0.2249 total_charge=-1 total_energy_ev=-109949.716
C 2.7506 2.0248 1.0398
C 1.3750 2.5766 1.2344
O 0.6021 1.3252 1.3217
C -0.7095 1.5805 1.3361
O -1.2031 2.7043 1.3226
N -1.4059 0.3634 1.3015
C -2.7923 0.3492 1.2003
C -3.6498 1.4169 1.4024
C -5.0135 1.1696 1.5117
C -5.4791 -0.1227 1.2316
C -4.5904 -1.1424 0.8786
Br -5.3112 -2.6740 0.0535
C -3.2086 -0.9734 1.0047
C -2.0242 -1.7856 1.0310
N -2.0737 -3.1775 0.7404
O -2.8439 -3.8945 1.4027
O -1.4324 -3.6471 -0.2554
C -0.8719 -0.9566 1.1103
H 3.4966 2.8205 1.0367
H 2.9923 1.2988 1.8314
H 2.7980 1.4694 0.0900
H 1.2261 3.1210 2.1784
H 1.0092 3.1493 0.3684
H -3.2099 2.3928 1.4979
H -5.6775 1.9710 1.8022
H -6.5480 -0.2992 1.2779
H -0.0356 -1.2114 1.8408
C 2.6689 -4.6310 2.1606
C 3.0091 -3.2668 1.6070
O 1.7453 -2.8591 0.9734
C 1.8412 -1.6838 0.3401
C 0.5216 -1.3203 -0.3028
N 0.7291 -0.3556 -1.1809
C -0.0049 0.3771 -1.9369
C 0.6595 1.3860 -2.7373
C -0.0983 2.4565 -3.2426
C 0.4787 3.3910 -4.0825
C 1.8430 3.2712 -4.3953
C 2.6486 2.2719 -3.8189
C 2.0500 1.3274 -2.9761
O 2.8782 -1.0432 0.2675
H 3.4835 -5.0188 2.7897
H 1.7296 -4.5469 2.7369
H 2.4984 -5.3369 1.3220
H 3.2823 -2.5318 2.3799
H 3.7715 -3.3151 0.8229
H -0.1770 -2.1923 -0.4649
H -1.1141 0.3380 -1.9627
H -1.1514 2.4919 -2.9775
H -0.1296 4.1937 -4.5095
H 2.2955 3.9815 -5.0928
H 3.7311 2.2223 -4.0137
H 2.6409 0.5446 -2.4972


56
Properties=species:S:1:pos:R:3 method="wB97M-V/def2-TZVPD" gap_ha="0.2468 / 0.2273" total_charge=-1 spin_multiplicity=2 total_energy_ev=-115131.632
Tc -0.2209 0.3798 -0.5986
O -3.8386 1.3119 5.2626
C -4.2936 1.4457 4.1120
O -5.3728 1.8955 3.7069
C -3.3402 0.9476 2.9941
C -2.1130 0.4003 3.3363
C -1.2432 -0.0266 2.3521
N -1.5376 0.1061 1.0543
C -2.7670 0.5546 0.7089
C -3.6810 0.9918 1.6466
C -3.0808 0.5191 -0.7865
O -4.1994 0.7996 -1.1699
O -2.0729 0.1726 -1.5204
H -1.8717 0.3125 4.3886
H 0.2674 -0.3062 3.5823
H -4.6467 1.3625 1.3368
O 0.4144 -1.2119 -1.7528
N 0.5203 -0.9629 -3.0073
N 0.5127 0.2796 -3.2804
O 0.4513 1.2288 -2.3462
C 0.5778 0.6993 -4.6466
C -0.2083 1.7732 -5.0284
C -0.1671 2.1957 -6.3474
C 0.6503 1.5486 -7.2657
C 1.4320 0.4747 -6.8633
C 1.4032 0.0455 -5.5444
H -0.8382 2.2474 -4.2897
H -0.7829 3.0278 -6.6613
H 0.6778 1.8819 -8.2946
H 2.0722 -0.0280 -7.5759
H 2.0020 -0.7884 -5.2074
Br 0.3528 2.8990 1.2377
C 1.8637 1.7807 1.0871
C 3.0426 2.0913 1.7367
C 4.1263 1.2523 1.5412
C 3.9777 0.1596 0.7000
C 2.7515 -0.0699 0.1090
N 1.6865 0.7204 0.3095
H 3.0994 2.9672 2.3647
H 5.0693 1.4546 2.0303
H 4.7985 -0.5166 0.5086
H 2.5762 -0.9124 -0.5481
C 1.5208 -2.4662 2.2048
C 0.0982 -2.0955 2.6142
C -0.8843 -2.7064 1.6197
C -0.2026 -2.6339 4.0145
N 0.0079 -0.6050 2.6497
H 1.6736 -3.5436 2.2834
H 2.2525 -1.9628 2.8432
H 1.6954 -2.1649 1.1727
H -0.7589 -3.7902 1.6324
H -0.7044 -2.3490 0.6056
H -1.9181 -2.4810 1.8849
H -0.1257 -3.7221 4.0367
H -1.2108 -2.3527 4.3241
H 0.5067 -2.2307 4.7428


58
Properties=species:S:1:pos:R:3 method="wB97M-V/def2-TZVPD" gap_ha="0.2372 / 0.2824" spin_multiplicity=5 total_energy_ev=-63619.207
Rh 1.1637 1.1201 -0.0416
C 2.5628 -1.4743 4.4056
O 3.0510 -0.9271 3.1807
C 2.2353 -0.2836 2.3530
O 2.6787 0.1440 1.3025
N 0.9262 -0.1900 2.7191
N 0.1093 0.6689 1.9600
H 3.4027 -2.0073 4.8381
H 1.7442 -2.1726 4.2247
H 2.2585 -0.6802 5.0905
H 0.6831 -0.2847 3.6915
H 0.0492 1.5852 2.4091
H -0.8150 0.2495 1.9138
N -0.1671 2.9767 -0.5726
C -1.2793 2.8164 -1.4524
C -2.5018 3.3778 -1.1038
C -3.6125 3.2113 -1.9150
C -3.4970 2.4813 -3.0882
C -2.2781 1.9184 -3.4296
C -1.1432 2.0635 -2.6288
C 0.1142 1.3575 -3.0201
C 0.4298 1.2866 -4.3790
C 1.4722 0.4855 -4.8217
C 2.1946 -0.2735 -3.9187
C 1.8946 -0.1623 -2.5662
C 0.8923 0.6700 -2.0734
H -0.4209 3.4082 0.3118
H 0.5743 3.5412 -0.9771
H -2.5744 3.9605 -0.1928
H -4.5593 3.6522 -1.6321
H -4.3572 2.3367 -3.7282
H -2.2068 1.3137 -4.3236
H -0.1432 1.8600 -5.0958
H 1.7096 0.4386 -5.8767
H 2.9844 -0.9366 -4.2544
H 3.3540 -1.3109 -2.0387
O 0.3327 3.6475 2.2378
Cl 1.7800 3.4912 2.2493
O 2.1069 2.4543 3.1876
O 2.4160 4.7151 2.5671
O 2.1948 3.0733 0.9026
O 1.2751 -3.4909 -2.5855
C 0.6741 -3.4467 -1.5961
O 2.5797 -0.9087 -1.6313
C -0.0418 -3.4791 -0.4522
C -0.3516 -4.7731 0.1059
C -1.1302 -4.8869 1.2370
C -1.6066 -3.7246 1.8099
O -2.3422 -3.5656 2.9693
C -2.8258 -2.2424 2.8704
O -1.8654 -1.5076 2.1002
C -1.2949 -2.4666 1.2878
C -0.5240 -2.2714 0.1888
H 0.0250 -5.6618 -0.3796
H -1.3581 -5.8566 1.6570
H -2.9047 -1.8025 3.8601
H -3.7792 -2.2321 2.3295
H -0.2884 -1.2855 -0.1854


51
Properties=species:S:1:pos:R:3 method="wB97M-V/def2-TZVPD" gap_ha=0.3172 total_energy_ev=-54480.859
C 2.0594 -2.9603 0.8801
C 3.0138 -2.4227 0.3255
C 4.1114 -1.5721 -0.4356
C 3.3396 -0.3703 -1.1593
C 3.6400 0.0948 -2.5479
C 2.8207 1.2192 -3.1690
O 3.1114 1.6524 -4.4714
C 1.7205 1.8289 -2.3680
C 1.4344 1.3799 -0.9360
C 2.2366 0.2807 -0.3280
N 0.3802 2.0068 -0.1321
C -0.9049 2.0759 -0.8385
C -1.0141 2.6395 -2.2502
C -2.3293 2.7396 -2.9641
C -3.5504 2.2296 -2.2223
C -3.4705 1.6764 -0.8070
C -4.8045 1.1857 -0.0841
C -5.4659 -0.0470 -0.8968
C -5.3644 -1.4293 -0.0872
C -4.1522 -2.3465 -0.6064
C -2.1433 1.5856 -0.0958
I -1.8399 0.8096 1.8901
S 0.6014 3.1638 -2.9904
H 1.0305 -3.1126 1.3125
H 4.9006 -1.1702 0.2710
H 4.5677 -2.2225 -1.2438
H 4.4828 -0.4210 -3.0949
H 2.4038 1.3759 -5.0951
H 1.9884 -0.0207 0.7260
H 0.6763 2.9997 -0.0417
H -2.3771 3.1607 -4.0106
H -4.5651 2.2440 -2.7099
H -4.5852 0.7878 0.9591
H -5.5468 2.0438 0.0361
H -4.8321 -0.1705 -1.8386
H -6.5436 0.1626 -1.1912
H -6.3183 -2.0216 -0.2962
H -5.3156 -1.2959 1.0334
H -3.6923 -2.9705 0.2191
H -4.5686 -3.0594 -1.3788
H -3.3605 -1.7208 -1.1181
O 4.2238 -2.0757 6.7974
C 4.0342 -1.6271 5.7120
O 4.8074 -1.9014 4.6236
C 4.1751 -1.2858 3.5069
C 3.3643 -0.2048 4.1532
F 2.2259 0.0344 3.4564
O 3.0188 -0.7668 5.4026
H 3.5575 -2.0226 2.9878
H 4.9127 -0.8915 2.8073
H 3.9053 0.7326 4.3090


55
Properties=species:S:1:pos:R:3 method="wB97M-V/def2-TZVPD" gap_ha=0.2843 total_charge=-1 total_energy_ev=-74199.461
C -4.9328 -2.2952 0.6205
C -3.9984 -3.3284 0.4322
C -3.0142 -3.2151 -0.5459
C -2.9566 -2.0637 -1.3300
S -1.9420 -2.1105 -2.8069
N -0.4573 -2.4638 -2.2703
F 0.4827 0.7744 0.9259
S 0.7763 -1.7510 -3.0408
C 2.1953 -2.0679 -1.9584
C 3.0215 -0.9836 -1.6244
C 4.2665 -1.2266 -1.0510
C 4.6712 -2.5380 -0.7824
C 3.8364 -3.6120 -1.1056
C 2.6041 -3.3867 -1.7259
O 1.0672 -2.5170 -4.2277
O 0.7598 -0.2962 -3.0866
O -2.4580 -3.2253 -3.5840
O -2.0935 -0.7485 -3.2713
C -3.7991 -0.9780 -1.0712
C -4.7603 -1.0818 -0.0661
H -5.7971 -2.4415 1.2804
H -4.0487 -4.2260 1.0564
H -2.3069 -4.0253 -0.7308
H 2.6867 0.0390 -1.8315
H 4.9016 -0.3809 -0.8153
H 5.6447 -2.7092 -0.3284
H 4.1233 -4.6382 -0.8747
H 1.9531 -4.2091 -2.0388
H -3.6934 -0.0446 -1.6245
H -5.3881 -0.2169 0.1902
C 4.7066 4.1690 0.3639
C 3.4032 3.8343 1.0152
O 2.4737 3.3301 -0.0006
C 1.4138 2.8719 0.6630
C 0.4874 1.8369 0.0377
S -1.2105 2.6819 -0.1248
C -1.7424 2.0894 1.4716
C -1.2794 2.6478 2.6565
C -1.6670 2.0935 3.8673
C -2.5911 1.0523 3.9122
C -3.0050 0.4576 2.7251
C -2.5796 0.9889 1.4989
O -2.0069 2.0345 -1.1973
O 1.2777 3.0834 1.8610
H 5.2975 4.6050 1.1594
H 5.1895 3.2404 0.0563
H 4.6020 4.8519 -0.4628
H 3.5699 2.9992 1.7040
H 2.9419 4.6516 1.5754
H 0.7611 1.5730 -0.9907
H -0.6461 3.5149 2.6120
H -1.2309 2.4937 4.7679
H -2.9407 0.6755 4.8740
H -3.6521 -0.4221 2.7131
H -2.9167 0.6123 0.5285


55
Properties=species:S:1:pos:R:3 method="wB97M-V/def2-TZVPD" gap_ha="0.2524 / 0.2398" spin_multiplicity=2 total_energy_ev=-85507.698
Fe -0.0176 -0.9765 -1.6864
C -2.3204 2.3983 -2.0685
C -2.0981 0.9691 -1.6765
O -1.3148 0.2826 -2.3794
C -2.7261 0.4395 -0.5273
C -2.3909 -0.7771 0.0458
C -3.1342 -1.2632 1.2503
N -1.3591 -1.5009 -0.4208
N -1.1271 -2.6303 0.2479
C -0.0249 -3.2081 -0.2378
O 0.5277 -2.7693 -1.2909
C 0.5644 -4.3516 0.4805
C -0.2401 -5.2199 1.2125
C 0.3360 -6.2651 1.9149
C 1.7142 -6.4349 1.9016
C 2.5158 -5.5667 1.1733
C 1.9428 -4.5296 0.4562
H -1.7078 3.0311 -1.4192
H -3.3610 2.6938 -1.9345
H -2.0161 2.5545 -3.1001
H -3.4733 1.0415 -0.0299
H -3.9047 -0.5490 1.5322
H -2.4328 -1.4107 2.0721
H -3.5913 -2.2323 1.0512
H -1.3106 -5.0655 1.2271
H -0.2892 -6.9461 2.4773
H 2.1642 -7.2422 2.4649
H 3.5899 -5.6968 1.1664
H 2.5545 -3.8411 -0.1112
N -1.4652 6.0025 1.5922
C -0.8369 4.7704 1.5172
C 0.4745 4.6703 1.0418
C 1.0851 3.4375 0.9153
C 0.3932 2.2836 1.2608
C -0.9011 2.3709 1.7529
C -1.5157 3.6030 1.8770
S 1.1541 0.7021 1.0853
O 2.5571 0.8476 1.3536
O 0.3629 -0.2324 1.8371
N 0.9450 0.2937 -0.4806
C 1.7620 0.7213 -1.4814
N 2.5365 1.8059 -1.4793
C 3.2609 1.9993 -2.5738
C 3.2231 1.1720 -3.6882
C 2.3254 0.1193 -3.6410
N 1.6012 -0.1092 -2.5598
H -0.8683 6.8112 1.6236
H -2.2642 6.0638 2.1997
H 1.0166 5.5713 0.7797
H 2.0977 3.3548 0.5469
H -1.4120 1.4668 2.0579
H -2.5248 3.6694 2.2670
H 3.8951 2.8801 -2.5694
H 3.8442 1.3491 -4.5521
H 2.1840 -0.5579 -4.4745


53
Properties=species:S:1:pos:R:3 method="wB97M-V/def2-TZVPD" gap_ha=0.2087 total_charge=-1 total_energy_ev=-42514.765
C -7.4805 -1.1740 2.5356
C -7.1935 0.0521 3.1447
C -5.9804 0.7000 2.8931
C -5.0427 0.1112 2.0278
C -3.7416 0.7940 1.7183
O -2.6821 0.0109 2.3490
C -1.4571 0.3280 1.9171
N -0.5117 -0.3600 2.8244
N 0.6684 -0.0581 2.6645
C 1.7484 -1.0023 2.5404
O 2.8554 -0.4952 2.5055
O 1.4194 -2.2960 2.4401
C 2.5989 -3.1657 2.4958
C 2.2952 -4.4781 1.8561
C 2.0974 -5.6351 2.6249
C 1.8327 -6.8530 1.9923
C 1.8055 -6.9338 0.5935
C 2.0456 -5.7832 -0.1689
C 2.3009 -4.5619 0.4581
O -1.1422 1.0117 0.9748
C -5.3256 -1.1175 1.4218
C -6.5376 -1.7625 1.6841
H -8.4338 -1.6654 2.7217
H -7.9120 0.5128 3.8225
H -5.7438 1.6721 3.3405
H -3.5562 0.8119 0.6340
H -3.7053 1.8099 2.1340
H 3.3914 -2.6496 1.9443
H 2.8738 -3.2811 3.5534
H 2.1659 -5.5657 3.7160
H 1.6463 -7.7429 2.5943
H 1.6015 -7.8871 0.1024
H 2.0313 -5.8361 -1.2580
H 2.5336 -3.6619 -0.1184
H -4.5972 -1.5430 0.7275
H -6.7417 -2.7256 1.2237
C -1.6101 1.1489 8.5310
C -0.5487 1.8802 7.7252
C 0.0941 2.9397 8.6280
O 0.5039 1.0041 7.2924
C 0.1854 0.1551 6.2284
O 1.0099 -0.6848 5.9225
C -1.0514 0.4084 5.5859
C -1.5114 1.7478 5.5338
O -2.1633 2.2625 4.6453
O -1.1167 2.5669 6.5960
H -2.1215 0.3873 7.9331
H -1.1360 0.6821 9.4004
H -2.3377 1.8809 8.8962
H 0.8668 3.4878 8.0800
H -0.6714 3.6416 8.9714
H 0.5461 2.4509 9.4961
H -1.3659 -0.2590 4.8055


Repeat the sixth record exactly.
55
Properties=species:S:1:pos:R:3 method="wB97M-V/def2-TZVPD" gap_ha=0.2843 total_charge=-1 total_energy_ev=-74199.461
C -4.9328 -2.2952 0.6205
C -3.9984 -3.3284 0.4322
C -3.0142 -3.2151 -0.5459
C -2.9566 -2.0637 -1.3300
S -1.9420 -2.1105 -2.8069
N -0.4573 -2.4638 -2.2703
F 0.4827 0.7744 0.9259
S 0.7763 -1.7510 -3.0408
C 2.1953 -2.0679 -1.9584
C 3.0215 -0.9836 -1.6244
C 4.2665 -1.2266 -1.0510
C 4.6712 -2.5380 -0.7824
C 3.8364 -3.6120 -1.1056
C 2.6041 -3.3867 -1.7259
O 1.0672 -2.5170 -4.2277
O 0.7598 -0.2962 -3.0866
O -2.4580 -3.2253 -3.5840
O -2.0935 -0.7485 -3.2713
C -3.7991 -0.9780 -1.0712
C -4.7603 -1.0818 -0.0661
H -5.7971 -2.4415 1.2804
H -4.0487 -4.2260 1.0564
H -2.3069 -4.0253 -0.7308
H 2.6867 0.0390 -1.8315
H 4.9016 -0.3809 -0.8153
H 5.6447 -2.7092 -0.3284
H 4.1233 -4.6382 -0.8747
H 1.9531 -4.2091 -2.0388
H -3.6934 -0.0446 -1.6245
H -5.3881 -0.2169 0.1902
C 4.7066 4.1690 0.3639
C 3.4032 3.8343 1.0152
O 2.4737 3.3301 -0.0006
C 1.4138 2.8719 0.6630
C 0.4874 1.8369 0.0377
S -1.2105 2.6819 -0.1248
C -1.7424 2.0894 1.4716
C -1.2794 2.6478 2.6565
C -1.6670 2.0935 3.8673
C -2.5911 1.0523 3.9122
C -3.0050 0.4576 2.7251
C -2.5796 0.9889 1.4989
O -2.0069 2.0345 -1.1973
O 1.2777 3.0834 1.8610
H 5.2975 4.6050 1.1594
H 5.1895 3.2404 0.0563
H 4.6020 4.8519 -0.4628
H 3.5699 2.9992 1.7040
H 2.9419 4.6516 1.5754
H 0.7611 1.5730 -0.9907
H -0.6461 3.5149 2.6120
H -1.2309 2.4937 4.7679
H -2.9407 0.6755 4.8740
H -3.6521 -0.4221 2.7131
H -2.9167 0.6123 0.5285